1.
{
  "formula": "C4H9NS",
  "method": "the ωB97M-V functional and the def2-TZVPD basis",
  "species": ["C", "C", "C", "C", "N", "S", "H", "H", "H", "H", "H", "H", "H", "H", "H"],
  "coordinates": [[-0.728, -0.849, -0.523], [-2.162, 0.466, 0.616], [0.612, 1.636, -0.328], [1.858, -0.849, 0.270], [-2.045, -0.486, -0.284], [0.268, 0.071, 0.671], [-0.135, -2.466, 0.455], [-3.140, 0.909, 0.571], [-0.403, 1.767, -0.646], [1.075, 2.281, 0.403], [1.275, 1.267, -1.003], [1.868, -1.519, 1.029], [1.630, -1.275, -0.613], [2.690, -0.006, 0.297], [-2.663, -0.948, -0.916]],
  "relative_energy_kcal_mol": 212.1,
  "lumo_energy_ev": [0.11, 0.11],
  "total_charge": 0
}

=====

2.
{
  "formula": "C4H9NS",
  "method": "the ωB97M-V functional and the def2-TZVPD basis",
  "species": ["N", "C", "C", "S", "C", "C", "H", "H", "H", "H", "H", "H", "H", "H", "H"],
  "coordinates": [[0.071, 1.645, -0.147], [0.114, 0.189, 0.125], [-1.164, -0.266, 0.891], [-2.550, -0.179, -0.294], [0.681, -0.728, -0.993], [1.315, -0.691, 0.306], [0.462, 2.216, 0.560], [0.788, 1.780, -0.827], [-1.044, -1.342, 1.065], [-1.323, 0.298, 1.792], [-2.029, 0.944, -0.842], [1.209, -0.375, -1.821], [-0.084, -1.586, -1.210], [1.310, -1.679, 0.887], [2.245, -0.224, 0.508]],
  "relative_energy_kcal_mol": 43.0,
  "smiles": "NC1(CS)CC1",
  "lumo_energy_ev": 0.98,
  "total_charge": 0
}

=====

3.
{
  "formula": "C4H9NS",
  "method": "the ωB97M-V functional and the def2-TZVPD basis",
  "species": ["C", "C", "C", "H", "H", "H", "H", "H", "H", "C", "N", "S", "H", "H", "H"],
  "coordinates": [[1.622, 1.637, 0.319], [1.371, 0.322, 0.116], [2.206, -0.471, -0.809], [1.131, 2.228, 0.968], [2.532, 2.050, -0.333], [0.551, -0.131, 0.728], [1.831, -1.417, -1.071], [2.524, 0.110, -1.633], [3.111, -0.567, -0.207], [-3.679, -0.400, 0.052], [-2.363, -0.236, -0.502], [-1.697, 1.168, -0.502], [-4.112, 0.399, 0.557], [-3.938, -1.246, 0.610], [-4.320, -0.613, -0.834]],
  "relative_energy_kcal_mol": 87.9,
  "smiles": "C=CC.CN=S",
  "lumo_energy_ev": [-0.93, -0.93],
  "total_charge": 0
}

=====

4.
{
  "formula": "C4H9NS2",
  "method": "the ωB97M-V functional and the def2-TZVPD basis",
  "species": ["C", "C", "S", "C", "S", "C", "N", "H", "H", "H", "H", "H", "H", "H", "H", "H"],
  "coordinates": [[-0.929, -0.330, -3.039], [-1.119, -0.339, -1.445], [0.456, 0.550, -0.910], [0.381, 0.205, 0.726], [1.645, 0.838, 1.697], [-0.896, -0.259, 1.368], [-1.053, -1.661, 1.133], [-1.820, -0.589, -3.717], [-0.102, -1.109, -3.226], [-0.640, 0.586, -3.545], [-0.920, -1.361, -0.988], [-2.311, 0.066, -1.197], [-0.654, -0.183, 2.455], [-1.770, 0.269, 0.962], [-0.523, -2.239, 1.910], [-2.127, -1.689, 1.162]],
  "relative_energy_kcal_mol": 65.6,
  "smiles": "CCSC(=S)CN",
  "lumo_energy_ev": -0.27,
  "total_charge": 0
}

=====

5.
{
  "formula": "C4H9NS2",
  "method": "the ωB97M-V functional and the def2-TZVPD basis",
  "species": ["C", "C", "C", "C", "N", "S", "S", "H", "H", "H", "H", "H", "H", "H", "H", "H"],
  "coordinates": [[0.144, -0.942, -0.010], [2.177, 0.319, -0.818], [0.429, 1.445, 0.441], [-2.315, -0.662, 0.726], [0.849, 0.154, -0.129], [0.370, -2.529, -0.252], [-3.093, -0.880, -0.752], [2.216, -0.344, -1.709], [2.369, 1.367, -0.873], [2.916, -0.265, -0.271], [1.376, 2.133, 0.418], [-0.287, 1.966, -0.048], [0.328, 1.359, 1.494], [-2.597, -1.324, 1.517], [-2.086, 0.327, 1.042], [-2.797, -2.123, -0.776]],
  "relative_energy_kcal_mol": 107.5,
  "lumo_energy_ev": [0.13, 0.47],
  "total_charge": 0
}

=====

6.
{
  "formula": "C4H9NaNiO4",
  "method": "the ωB97M-V functional and the def2-TZVPD basis",
  "species": ["O", "Ni", "O", "C", "O", "C", "C", "O", "C", "Na", "H", "H", "H", "H", "H", "H", "H", "H", "H"],
  "coordinates": [[-0.221, -1.809, -0.264], [-0.069, -0.774, -1.843], [-0.478, 0.870, -2.751], [-0.081, 1.885, -1.944], [0.332, 1.448, -0.640], [1.475, 0.511, -0.610], [1.922, 0.653, 0.825], [0.946, 0.124, 1.723], [1.247, 0.295, 3.087], [-1.122, 0.059, 0.701], [-0.923, 2.572, -1.719], [0.784, 2.447, -2.365], [2.285, 0.970, -1.210], [0.869, -1.881, 0.157], [1.998, 1.725, 1.100], [2.874, 0.109, 0.956], [0.455, -0.194, 3.667], [2.215, -0.166, 3.342], [1.258, 1.370, 3.334]],
  "multiplicity": 3,
  "lumo_energy_ev": [-0.46, -0.45],
  "s_squared": 2.02,
  "total_charge": 0
}

=====

7.
{
  "formula": "C4H9O2",
  "method": "the ωB97M-V functional and the def2-TZVPD basis",
  "species": ["C", "C", "H", "H", "H", "H", "H", "H", "C", "C", "O", "O", "H", "H", "H"],
  "coordinates": [[1.730, -0.646, 1.240], [1.741, 0.018, -0.106], [1.941, -0.009, 2.051], [0.785, -1.190, 1.302], [2.383, -1.531, 1.318], [0.779, 0.474, -0.325], [2.579, 0.721, -0.127], [1.857, -0.661, -0.951], [-1.980, 0.887, -1.115], [-1.903, -0.211, -0.016], [-2.584, -1.236, -0.235], [-1.192, 0.027, 0.987], [-2.898, 1.452, -0.942], [-2.114, 0.353, -2.054], [-1.125, 1.553, -1.027]],
  "relative_energy_kcal_mol": 8.6,
  "lumo_energy_ev": 4.22,
  "total_charge": -1
}

=====

8.
{
  "formula": "C4H9O2",
  "method": "the ωB97M-V functional and the def2-TZVPD basis",
  "species": ["C", "O", "C", "H", "H", "H", "H", "H", "C", "C", "O", "H", "H", "H", "H"],
  "coordinates": [[1.413, -0.127, -0.418], [1.661, 0.502, 0.820], [1.268, -1.648, -0.311], [2.172, 0.221, -1.150], [0.377, 0.234, -0.739], [1.057, -1.958, -1.313], [0.371, -1.824, 0.329], [2.184, -2.069, 0.108], [-1.885, 1.351, -0.400], [-1.825, 0.753, 0.828], [-0.819, 0.215, 1.452], [-2.768, 1.905, -0.565], [-1.207, 1.193, -1.240], [-2.794, 0.756, 1.356], [0.797, 0.497, 1.240]],
  "relative_energy_kcal_mol": 43.1,
  "lumo_energy_ev": 4.35,
  "total_charge": -1
}

=====

9.
{
  "formula": "C4H9O2",
  "method": "the ωB97M-V functional and the def2-TZVPD basis",
  "species": ["C", "C", "O", "O", "H", "H", "H", "C", "C", "H", "H", "H", "H", "H", "H"],
  "coordinates": [[-0.044, 0.242, 1.857], [1.134, 0.524, 0.904], [1.596, 1.687, 0.949], [1.396, -0.346, 0.037], [-0.280, 1.152, 2.423], [0.168, -0.570, 2.549], [-0.993, 0.190, 1.313], [-2.267, -0.439, -1.609], [-0.972, -1.262, -1.652], [-3.121, -0.996, -1.245], [-2.041, 0.504, -1.106], [-2.495, 0.023, -2.584], [-0.144, -0.713, -2.107], [-0.609, -1.235, -0.637], [-1.084, -2.218, -2.151]],
  "relative_energy_kcal_mol": 14.0,
  "lumo_energy_ev": 3.98,
  "total_charge": -1
}

=====

10.
{
  "formula": "C4H9O2",
  "method": "the ωB97M-V functional and the def2-TZVPD basis",
  "species": ["C", "C", "H", "H", "H", "H", "H", "H", "C", "C", "O", "O", "H", "H", "H"],
  "coordinates": [[0.924, 1.178, -1.518], [2.234, 1.819, -1.667], [0.293, 1.055, -2.403], [0.974, -0.002, -1.229], [0.282, 1.632, -0.688], [2.684, 2.136, -0.782], [2.325, 2.685, -2.344], [3.025, 0.961, -2.083], [-1.992, 0.032, 1.201], [-0.794, -0.947, 0.899], [-0.397, -1.112, -0.296], [-0.288, -1.578, 1.828], [-1.423, 0.966, 0.946], [-2.197, -0.109, 2.399], [-2.719, -0.293, 0.432]],
  "multiplicity": 2,
  "relative_energy_kcal_mol": 36.4,
  "lumo_energy_ev": [0.78, -3.51],
  "s_squared": 0.76,
  "total_charge": 0
}

=====

11.
{
  "formula": "C4H9O2P",
  "method": "the ωB97M-V functional and the def2-TZVPD basis",
  "species": ["C", "C", "C", "C", "O", "O", "P", "H", "H", "H", "H", "H", "H", "H", "H", "H"],
  "coordinates": [[-2.194, 0.009, -0.053], [-2.308, -1.471, 0.255], [1.443, 0.908, -1.443], [1.592, 0.677, 1.302], [-2.717, 1.038, -0.164], [0.912, -1.515, -0.239], [0.678, -0.059, -0.066], [-1.323, -1.827, 0.532], [-2.659, -1.915, -0.701], [-3.251, -1.431, 0.888], [2.410, 0.728, -1.076], [1.439, 0.300, -2.381], [1.033, 1.950, -1.689], [2.636, 0.376, 1.562], [1.335, 1.729, 1.012], [0.974, 0.502, 2.262]],
  "relative_energy_kcal_mol": 92.3,
  "lumo_energy_ev": [-0.03, 0.05],
  "total_charge": 0
}

=====

12.
{
  "formula": "C4H9O2P",
  "method": "the ωB97M-V functional and the def2-TZVPD basis",
  "species": ["C", "C", "C", "C", "O", "O", "P", "H", "H", "H", "H", "H", "H", "H", "H", "H"],
  "coordinates": [[1.210, -0.820, -0.307], [-0.135, 0.805, 0.960], [-0.094, -0.680, 0.599], [-1.378, -1.026, -0.157], [0.867, 2.857, -0.874], [1.015, 0.327, -1.357], [0.292, 1.502, -0.697], [2.113, -0.600, 0.221], [1.419, -1.604, -0.967], [-0.884, 1.091, 1.544], [1.596, 1.205, 1.881], [-0.062, -1.374, 1.464], [-2.166, -0.408, 0.325], [-1.597, -2.122, -0.175], [-1.231, -0.599, -1.192], [-0.964, 1.445, -1.268]],
  "relative_energy_kcal_mol": 106.4,
  "lumo_energy_ev": -0.69,
  "total_charge": 0
}

=====

Values of calculated total energy, in order: -16610.257, -16617.590, -16615.644, -27451.899, -27450.084, -57940.544, -8390.119, -8388.621, -8389.886, -8385.332, -17675.014, -17674.405, all in eV.